(1)
Here is a 7-piece molecular cluster, C20H53NO12P2 overall in a non-equilibrium geometry from the OMol25 dataset. Energies are from ωB97M-V/def2-TZVPD.

Each line ends with the Mulliken charge.
CARTESIAN COORDINATES (ANGSTROEM)
P1 0.55076 -0.09630 2.68246  0.054
P2 -0.94180 -1.45727 1.78959  -0.227
O1 5.00589 -1.13064 1.32989  -0.418
O2 6.28874 -3.61753 1.33946  -0.544
O3 -0.44819 -0.57894 -3.39820  -0.471
O4 4.79984 0.20346 -4.34771  -0.538
O5 2.21388 -0.41064 -5.22335  -0.547
O6 3.70900 5.03514 -0.93569  -0.543
O7 -7.80459 -0.09720 -1.32828  -0.569
O8 -2.74504 0.85989 -4.08940  -0.575
O9 -4.72522 1.77512 1.96436  -0.389
O10 -5.23661 0.52978 -2.25407  -0.505
O11 -3.62273 2.81101 4.31610  -0.519
O12 1.15443 4.41730 0.02330  -0.487
N1 -2.33257 -0.36907 1.49742  -0.446
C1 0.01843 -6.07551 -0.03755  -0.669
C2 6.07737 -1.39217 2.22821  -0.349
C3 1.32839 -2.02674 4.57650  -1.146
C4 -1.62128 -1.25265 -3.84844  -0.421
C5 3.68598 0.98393 -3.93050  -0.117
C6 3.52196 4.61399 0.41779  -0.361
C7 1.36449 0.96942 1.34597  -0.664
C8 1.96326 -1.11801 3.43978  -0.321
C9 -4.80126 3.16687 2.25023  -0.322
C10 -5.44184 0.11529 -0.89922  -0.275
C11 0.29965 -4.64318 -0.63169  -0.273
C12 -2.85086 -0.43622 -3.49367  -0.250
C13 2.60039 0.94418 -4.99191  -0.433
C14 -4.80468 3.38490 3.75249  -0.511
C15 -0.26416 -7.23892 0.20894  0.064
C16 -6.84530 0.50220 -0.46306  -0.292
C17 -0.30572 -2.16069 0.16243  0.186
C18 6.13121 -2.87503 2.55060  -0.425
C19 -0.85466 -3.63758 -0.14868  -0.739
C20 2.12874 5.00526 0.87824  -0.390
H1 2.71358 -0.35309 3.82392  0.311
H2 4.42738 -0.56983 -4.79884  0.353
H3 1.72159 1.52208 -4.68844  0.228
H4 -5.65576 2.87896 4.21108  0.270
H5 1.94252 4.67054 1.90103  0.300
H6 6.95931 -3.10887 3.22611  0.333
H7 0.82389 0.93855 0.35648  0.204
H8 -1.94984 0.40313 0.91587  0.258
H9 7.18057 -3.44797 1.00920  0.326
H10 3.31869 0.55853 -2.98908  0.144
H11 -6.98248 1.58858 -0.52265  0.237
H12 0.83482 -2.19927 0.17788  0.231
H13 -3.92696 3.64603 1.79378  0.268
H14 1.42604 2.02742 1.73633  0.186
H15 5.19515 -3.20211 3.00661  0.223
H16 2.97587 1.33596 -5.93890  0.292
H17 1.74053 -0.71478 -4.43462  0.335
H18 2.12016 -2.50071 5.22716  0.336
H19 -7.41979 -0.05988 -2.21711  0.331
H20 -2.84197 0.74862 -5.04403  0.338
H21 0.32197 -4.68627 -1.76555  0.268
H22 7.00421 -1.07090 1.73866  0.254
H23 -1.60538 -3.58795 -1.00334  0.265
H24 -2.87374 3.35177 4.03299  0.303
H25 3.75751 5.99990 -0.93503  0.316
H26 -0.60993 0.36538 -3.55129  0.327
H27 -2.45091 0.08633 2.42179  0.193
H28 -0.50208 -8.33507 0.18169  0.360
H29 0.78036 -2.87986 4.06475  0.309
H30 -4.68271 0.57795 -0.26426  0.286
H31 -1.65508 -2.24035 -3.38366  0.207
H32 1.99696 6.09255 0.82745  0.331
H33 -5.31737 -0.96895 -0.87300  0.222
H34 2.43624 -1.75585 2.62189  0.172
H35 4.02575 2.00617 -3.75108  0.291
H36 -7.04516 0.17387 0.55823  0.295
H37 -5.19257 1.49471 -2.26018  0.284
H38 1.31172 -4.26530 -0.30202  0.263
H39 -3.76715 -0.91778 -3.84251  0.418
H40 4.98548 -1.88076 0.71551  0.317
H41 2.42976 0.58032 1.22892  0.237
H42 -4.12723 1.40130 2.62880  0.247
H43 0.58183 -1.47309 5.21667  0.314
H44 -4.84314 4.44896 4.00348  0.346
H45 -5.70729 3.56740 1.79061  0.291
H46 3.64048 3.52919 0.43463  0.183
H47 -0.57346 -1.45597 -0.69709  -0.256
H48 5.92674 -0.79713 3.13143  0.288
H49 1.52697 4.45909 -0.87089  0.334
H50 -1.41467 -4.09279 0.72358  0.525
H51 -2.91432 -0.28900 -2.41577  0.051
H52 4.29430 5.06837 1.04531  0.334
H53 -1.53726 -1.37152 -4.93488  0.353

Cartesian forces (eV/Å) of the 3 atoms listed first:
P 0.03 0.78 -0.05
P 0.15 -1.00 0.75
O -0.15 -0.13 0.12

Computed properties:
**ΔE to the lowest compared entry with this formula, charge and spin**: 147.19 kJ/mol
**Largest force on an atom**: 0.0406 hartree/bohr
**Spin multiplicity**: 1
**HOMO**: -7.93 eV
**Molecular weight**: 561.587 g mol⁻¹
**Orbital gap**: 8.22 eV
**Calculated total energy**: -66231.0309 eV

---

(2)
Here is one molecule with the formula C4H4N2O in a non-equilibrium geometry from the OMol25 dataset. Energies are from ωB97M-V/def2-TZVPD.

Each line ends with the natural charge from an NBO analysis.
CARTESIAN COORDINATES (ANGSTROEM)
O1 0.73402 1.39734 -0.88724  -0.774
N1 2.09603 -1.82876 -0.44569  -0.253
N2 -2.73715 -0.82109 -0.63598  -0.264
C1 0.06378 0.88109 0.41676  -0.007
C2 -1.55959 -0.86806 -0.35340  0.278
C3 -0.25760 -0.66617 0.12972  -0.480
C4 0.85346 -1.53253 -0.30992  0.282
H1 -0.25926 -0.92759 1.18646  0.296
H2 -1.01471 1.37810 0.60155  0.224
H3 1.33808 2.15849 -0.95080  0.501
H4 0.74295 0.82919 1.24856  0.197

Cartesian forces (eV/Å) of the 3 atoms listed first:
O -1.62 -1.33 1.69
N -10.85 2.07 1.06
N 6.53 -0.49 1.46

Computed properties:
**ΔE to the lowest compared entry with this formula, charge and spin**: 375.74 kJ/mol
**Largest force on an atom**: 0.2162 hartree/bohr
**Spin multiplicity**: 1
**HOMO**: -11.33 eV
**Molecular weight**: 96.089 g mol⁻¹
**Orbital gap**: 11.54 eV
**Calculated total energy**: -9236.5936 eV

---

(3)
Here is C20H24ClMoNO5P2 as an isolated structure in a non-equilibrium geometry from the OMol25 dataset. Energies are from ωB97M-V/def2-TZVPD.

Each line ends with the natural charge from an NBO analysis.
CARTESIAN COORDINATES (ANGSTROEM)
Mo1 -0.03353 -0.09886 0.59677  0.774
Cl1 -0.80247 -0.90190 4.46684  2.500
P1 0.02278 -2.34028 0.55262  1.169
P2 -2.02669 0.96686 0.73084  1.134
O1 -0.99275 -0.68975 5.87227  -0.714
O2 -1.97507 -1.54723 3.86681  -0.844
O3 0.37880 -1.68513 4.18269  -0.831
O4 -0.62427 0.45145 3.80494  -0.820
O5 1.90832 0.39633 3.01905  -0.346
N1 0.24695 0.25412 -1.29818  -0.472
C1 -1.31131 2.10616 -1.69051  -0.006
C2 2.55235 1.86686 -1.80381  -0.509
C3 -0.36145 4.19503 -2.46807  -0.111
C4 2.55632 0.35663 -1.94812  0.005
C5 0.00446 1.56973 -1.74349  0.031
C6 2.64017 -2.44721 -2.09549  -0.200
C7 0.27199 -2.66443 -1.23412  -0.743
C8 3.70608 -0.27705 -2.40042  -0.173
C9 -1.98967 2.54391 1.63303  -0.956
C10 1.39783 -0.42554 -1.77012  0.105
C11 -2.43770 1.35091 -1.02044  -0.733
C12 1.13655 2.38724 -1.94556  0.114
C13 -1.45943 3.44286 -2.04101  -0.188
C14 -3.38321 0.01294 1.45705  -0.962
C15 3.74851 -1.66955 -2.44531  -0.117
C16 -1.47789 -3.12497 1.12294  -0.985
C17 1.42305 -1.85112 -1.79102  -0.016
C18 1.38521 -3.13100 1.42426  -0.974
C19 0.88963 0.17691 2.46731  0.483
C20 0.92607 3.67042 -2.43589  -0.213
H1 1.39790 -4.22436 1.35327  0.292
H2 1.33051 -2.84280 2.48156  0.309
H3 -3.06172 -0.38979 2.42865  0.316
H4 3.13510 2.27599 -2.64278  0.271
H5 2.71991 -3.53382 -2.08394  0.247
H6 -0.68778 -2.47793 -1.72605  0.271
H7 -2.30041 -2.86036 0.46183  0.255
H8 -2.67187 0.38438 -1.48560  0.269
H9 4.70502 -2.13793 -2.66240  0.255
H10 -2.94826 3.07510 1.65320  0.291
H11 2.33889 -2.75659 1.04676  0.265
H12 4.55489 0.36188 -2.65506  0.247
H13 3.13417 2.28166 -0.93866  0.280
H14 -1.66977 2.34212 2.66272  0.300
H15 -1.40246 -4.21353 1.16905  0.292
H16 1.80511 4.24662 -2.72896  0.248
H17 -1.24409 3.20313 1.18057  0.260
H18 -1.73583 -2.74930 2.11963  0.319
H19 -2.44592 3.89368 -1.98966  0.245
H20 -3.59843 -0.83697 0.80571  0.253
H21 -3.35667 1.94966 -1.01909  0.284
H22 0.46604 -3.73439 -1.35090  0.286
H23 -4.29660 0.60549 1.58594  0.287
H24 -0.48738 5.24373 -2.73164  0.256

Cartesian forces (eV/Å) of the 3 atoms listed first:
Mo 2.62 2.35 -1.47
Cl -1.26 -0.72 1.92
P -0.22 -4.09 0.11

Computed properties:
**Total charge**: +2
**ΔE to the lowest compared entry with this formula, charge and spin**: 25.67 kJ/mol
**Largest force on an atom**: 0.1210 hartree/bohr
**Spin multiplicity**: 3
**HOMO (alpha / beta)**: -15.60 / -15.38 eV
**Molecular weight**: 551.755 g mol⁻¹
**Orbital gap (alpha / beta)**: 6.33 / 6.37 eV
**Calculated total energy**: -65787.7824 eV

---

What is the molecular weight in the second record? 96.089 g mol⁻¹

---

Which formula does entry 1 have? C20H53NO12P2

---

The lowest ΔE to the lowest compared entry with this formula, charge and spin belongs to which entry? C20H24ClMoNO5P2

---

ΔE to the lowest compared entry with this formula, charge and spin of number 2 (C4H4N2O)? 375.74 kJ/mol